C4H6N4 | the ωB97M-V functional and the def2-TZVPD basis

**SMILES string**: [H]/N=C1\NC=NC(=C)N1
**Electronic energy**: -375.03524 a.u.
**Charge**: 0
**Kohn-Sham gap**: 8.803 eV
**Molar mass**: 110.1 g/mol

Last column: Mulliken charge in e.
Element x y z (Å)
N  -1.22  1.10  -0.04  -0.4943
N  -0.01  -0.96  0.09  -0.2038
C  -0.09  1.69  0.00  0.0637
H  3.11  -0.52  -0.09  0.1988
H  0.03  -1.99  0.18  0.2354
H  -3.34  -0.37  -0.12  0.2892
C  -1.25  -0.29  -0.04  0.4343
H  0.01  2.78  0.03  0.3608
N  1.13  1.01  0.06  -0.1518
H  -2.41  -2.05  0.07  0.2545
N  2.30  -1.14  -0.06  -0.6858
H  1.97  1.55  0.05  0.1970
C  -2.40  -0.95  -0.01  -0.8634
C  1.26  -0.37  -0.03  0.3655



C19H18N4O4Se2Ta | the ωB97M-V functional and the def2-TZVPD basis

**Electronic energy**: -6113.82444 a.u.
**Charge**: +3
**Kohn-Sham gap**: 6.651 eV
**Molar mass**: 705.2 g/mol

Last column: Mulliken charge in e.
Element x y z (Å)
C  -2.85  -3.28  -2.22  -0.3908
H  -3.97  3.18  -1.30  0.5404
C  2.58  2.72  0.70  -0.7431
N  -1.08  -0.78  4.20  -0.1069
C  -2.96  -1.48  -0.66  0.6815
C  2.09  1.44  0.68  0.5457
H  -0.67  2.62  -4.00  0.4607
H  2.66  -3.10  0.34  0.3574
C  -1.47  -3.23  -2.13  -0.8405
H  0.18  -2.19  -1.26  0.4368
C  3.94  2.92  0.47  -0.5048
C  -3.60  -2.38  -1.49  -0.8544
N  0.05  -0.15  3.66  -0.5583
C  -3.02  2.74  -1.56  -0.9125
C  2.36  -1.00  0.38  1.2118
H  4.94  -0.27  -0.01  0.4953
C  2.91  0.33  0.42  0.5397
H  3.66  -2.19  -0.81  0.4529
O  0.77  1.19  0.92  0.1426
H  4.07  -2.18  0.90  0.5713
N  -1.61  -1.41  -0.58  0.2134
H  0.87  -0.74  3.83  0.3163
C  4.28  0.56  0.20  -0.9436
N  -1.18  1.31  -0.96  0.0368
Ta  -0.58  -0.02  0.98  2.3529
H  1.91  3.55  0.89  0.5466
C  -1.17  2.43  -3.06  -0.8103
H  0.36  1.10  -2.32  0.5265
C  -2.36  1.90  -0.70  0.6683
H  -1.17  -0.93  5.20  0.2537
Se  -4.21  -0.50  0.42  0.1958
O  -3.05  -1.80  3.63  -0.4209
H  -0.84  -3.92  -2.67  0.5014
C  -2.01  -1.32  3.37  0.3558
C  -0.59  1.58  -2.13  -0.2738
C  3.24  -2.19  0.20  -1.8390
C  4.79  1.84  0.22  -0.9461
H  -3.34  -4.01  -2.86  0.4572
H  0.19  0.73  4.16  0.3086
Se  -2.96  1.38  1.03  -0.0608
O  -1.56  -1.13  2.05  -0.5765
H  -2.87  3.67  -3.49  0.4641
H  -4.68  -2.37  -1.56  0.4793
C  -0.89  -2.28  -1.32  -0.1520
H  4.33  3.93  0.48  0.4707
O  1.10  -1.26  0.47  -0.8327
C  -2.40  3.01  -2.78  -0.2760
H  5.84  2.01  0.05  0.4594



C9H11Cl2N6O6Re | the ωB97M-V functional and the def2-TZVPD basis

**2S+1**: 4
**Electronic energy**: -2126.70681 a.u.
**Charge**: +3
**Kohn-Sham gap (alpha / beta)**: 5.121 / 4.965 eV
**Molar mass**: 556.3 g/mol

Last column: Mulliken charge in e.
Element x y z (Å)
H  6.01  10.08  8.14  0.6428
O  8.46  8.65  5.38  -0.6265
H  11.85  13.27  4.25  0.2633
N  5.65  8.93  10.66  0.9170
N  10.51  10.36  4.89  -0.3191
C  6.73  9.42  8.51  -0.8674
C  7.56  8.82  6.29  0.0228
C  9.04  8.54  8.25  0.3286
C  7.78  8.93  7.70  0.6591
C  9.08  8.41  9.65  -0.6489
O  5.92  12.87  4.17  -0.2276
H  6.55  8.69  5.91  0.5996
H  8.75  5.23  3.89  0.4228
O  8.03  13.04  3.45  -0.3613
O  10.11  8.09  7.49  -0.7102
N  7.14  12.78  4.29  0.5782
H  13.51  11.42  5.29  0.2337
N  12.47  9.80  6.19  -0.6562
H  8.06  6.88  4.13  0.2692
Cl  8.76  5.77  6.10  0.0497
N  12.61  11.01  5.33  -0.0833
N  11.26  12.47  4.10  -0.2307
C  7.91  8.46  10.44  -0.5426
H  10.00  8.33  10.19  0.4730
O  4.59  9.46  10.23  -0.5163
H  12.65  10.01  7.23  0.4081
H  10.38  12.54  3.62  0.2183
Re  10.64  8.87  5.73  1.5751
H  7.81  8.04  11.40  0.6456
C  8.83  6.21  4.46  -0.1517
C  11.49  11.29  4.70  0.7020
C  6.80  8.99  9.84  0.0446
Cl  10.42  7.23  4.06  -0.0431
H  13.19  9.13  5.94  0.4405
O  5.68  8.21  11.65  -0.5092



C46H96F3I3N9O9P3S | the ωB97M-V functional and the def2-TZVPD basis

**SMILES string**: C#C[C@]1(CCCC(=O)OCC)[C@@H](/C(I)=C(/C)I)[C@@](I)(CCCCCCC)OS(=O)(=O)[C@]1(CCC(F)(F)F)OCCC.CN(C)P(=O)(N(C)C)N(C)C.CN(C)P(=O)(N(C)C)N(C)C.CN(C)P(=O)(N(C)C)N(C)C
**Electronic energy**: -5594.07690 a.u.
**Charge**: 0
**Kohn-Sham gap**: 6.209 eV
**Molar mass**: 1482.0 g/mol

Last column: Mulliken charge in e.
Element x y z (Å)
C  4.50  -6.76  -3.65  -0.9531
H  4.20  -3.27  -1.07  0.3554
H  0.33  1.85  -4.07  0.1803
H  -1.94  2.86  -2.14  0.4102
C  -1.09  5.84  -4.33  -1.2809
C  6.18  -5.84  -5.10  -1.2085
C  3.34  -0.70  2.62  0.2676
H  -0.20  6.09  -6.85  0.4250
C  -11.23  -0.21  -0.10  -1.0149
H  2.63  0.48  -1.60  0.1950
C  2.00  1.87  1.27  -1.1621
F  2.91  -4.30  6.19  -0.2475
C  1.73  -0.44  2.66  1.1514
H  -4.47  -1.01  -4.70  0.2198
C  -2.93  -1.71  3.41  -0.6850
N  0.28  5.89  -4.82  0.6155
C  -7.38  -0.93  -0.20  -0.9829
C  -3.81  -1.37  2.08  -0.4573
H  1.32  0.40  9.67  0.3047
N  5.67  -5.91  -3.73  0.2156
H  1.37  5.38  -6.59  0.2355
H  2.36  -2.36  4.61  -0.3730
H  8.01  -8.31  -1.95  0.3643
H  3.80  1.36  3.74  0.2914
H  4.77  -7.79  -3.90  0.3878
H  3.41  8.79  -4.51  0.3071
C  2.50  8.84  -3.90  -1.0527
H  5.80  0.11  5.22  0.4235
I  -0.55  3.37  2.75  -0.0295
H  -3.75  -2.17  1.23  0.2168
H  -1.38  -3.27  3.95  0.0017
C  -1.73  2.30  -3.16  0.1918
H  5.89  -2.79  -0.78  0.3202
S  1.35  -2.77  1.20  1.1887
H  5.54  -6.36  -5.82  0.4080
O  3.20  -1.25  6.82  -0.5511
H  4.60  -5.79  0.55  0.2935
P  6.39  -4.90  -2.60  0.7608
C  2.25  4.62  1.68  -0.8358
H  -9.08  2.66  4.23  0.4116
C  7.15  -7.73  -2.32  -0.8248
H  -11.10  -1.30  -0.15  0.2970
C  3.79  -0.16  6.27  0.3684
H  3.80  0.19  8.91  0.3117
O  -0.50  -1.48  2.93  -0.1376
H  -3.47  1.26  -5.82  0.3489
H  5.01  -6.90  -0.71  0.2232
H  4.04  -6.80  -2.67  0.2653
C  -1.49  -2.51  3.07  0.0821
H  -2.63  -0.74  4.05  0.2098
H  3.85  5.36  -2.48  0.1753
F  2.27  -6.35  5.13  -0.3103
H  -1.75  -3.14  2.11  0.1954
P  -8.99  0.86  1.06  0.7650
N  5.59  -4.89  -1.07  0.3132
H  3.67  -1.80  2.96  -0.0464
H  3.67  -5.75  -0.95  0.2578
H  -11.27  -0.88  2.79  0.2342
N  1.47  7.93  -4.41  -0.0526
O  1.80  -1.70  -0.05  -0.1496
O  1.49  4.87  -3.10  -0.6615
H  -8.00  0.58  4.46  0.3485
C  1.53  0.85  8.59  -0.6585
C  1.08  -0.43  -0.03  -1.2422
O  5.60  -3.66  -3.10  -0.8134
O  2.66  -3.64  1.43  -0.4238
C  0.85  8.45  -5.61  -0.8129
H  -10.25  2.86  2.93  0.3394
H  -6.47  -0.86  0.39  0.2101
C  -8.86  0.26  3.85  -0.9653
C  1.21  0.40  4.02  -0.3925
C  -9.24  2.52  3.16  -1.2076
C  1.49  0.34  -1.43  -0.9926
C  -11.54  0.05  2.28  -0.8216
C  0.88  -1.90  2.78  0.6703
C  4.77  -0.43  4.98  -0.4427
C  1.31  -2.64  4.18  0.1076
C  -2.83  0.62  -5.05  -0.3969
H  -2.88  0.35  -2.77  -0.0669
H  7.17  -6.30  -5.15  0.3458
C  4.67  -5.88  -0.54  -0.9461
H  -8.67  -0.78  3.59  0.2465
C  4.24  0.30  3.57  -0.8029
H  5.26  0.48  2.96  0.3239
H  -1.72  0.63  -5.44  0.2009
H  5.03  5.43  -3.77  0.3500
C  5.14  -3.57  -0.59  -1.1189
H  2.77  8.57  -2.87  0.3071
H  -2.71  -1.57  -4.22  0.1704
H  3.34  5.07  -6.14  0.3533
C  1.20  0.45  1.34  1.6879
H  -8.68  -2.85  0.87  0.4421
H  -3.27  -1.48  -6.09  0.3187
C  3.50  6.06  -5.71  -1.2100
F  3.73  -4.91  3.91  -0.2018
H  3.72  -6.43  -4.34  0.3464
H  -11.56  0.86  3.00  0.2471
H  -9.74  0.25  4.50  0.3841
H  7.56  -6.34  0.08  0.2914
C  2.60  -4.90  4.86  0.6284
H  0.06  0.68  1.62  0.5538
H  5.03  -1.56  4.78  0.2135
O  -7.51  1.32  0.99  -0.8093
H  0.39  1.66  6.14  0.1878
H  0.89  -4.78  3.20  0.3275
H  -0.22  8.21  -5.66  0.2376
O  3.53  1.14  6.91  -0.2829
H  -7.85  -2.02  2.18  0.1963
C  1.19  -4.27  4.20  -0.7342
H  9.03  -6.71  -0.84  0.3906
H  8.44  -5.06  -0.77  0.3081
H  -10.74  0.23  -0.97  0.3121
H  4.57  6.29  -5.80  0.3939
N  3.08  6.11  -4.32  0.2914
H  -7.35  -0.17  -0.99  0.2863
H  -0.05  4.42  -6.30  0.2587
H  -4.04  1.79  -3.40  0.3746
C  -3.33  -0.97  -5.03  -0.8464
H  1.16  -0.44  -2.28  0.5294
C  0.36  5.42  -6.19  -1.0524
C  1.42  3.17  1.79  0.0679
C  -2.98  1.26  -3.52  -0.4832
H  6.27  -4.81  -5.43  0.3069
H  3.30  4.56  2.24  0.2755
N  -9.07  1.14  2.72  0.2521
H  0.88  9.55  -5.64  0.3501
H  1.15  0.02  7.83  0.1340
H  3.78  4.17  -3.80  0.2908
C  -0.32  1.45  -3.17  -0.2937
H  3.01  6.81  -6.33  0.2516
H  -1.45  6.85  -4.13  0.2858
H  3.46  2.04  8.84  0.2781
H  4.97  -3.57  0.50  0.3164
N  -8.57  -0.76  0.65  0.3475
H  -1.78  5.38  -5.03  0.4963
P  1.48  6.29  -3.71  0.5579
I  4.06  2.18  0.45  -0.0583
H  0.99  1.89  8.42  0.1817
H  -3.55  -2.39  4.14  0.3783
C  3.97  5.22  -3.56  -0.9351
H  6.26  -8.16  -1.87  0.2312
H  -12.30  0.01  -0.21  0.3935
I  -1.09  -0.87  -0.42  0.1148
H  1.65  5.52  2.12  0.3354
H  -0.11  2.01  -0.86  0.1163
H  2.15  9.87  -3.87  0.3942
C  8.12  -6.10  -0.83  -1.0034
H  -1.15  5.27  -3.40  0.2414
C  0.78  1.02  5.23  -1.8243
H  -4.95  -1.27  2.42  0.0490
C  -8.68  -1.94  1.48  -1.1212
H  -0.63  0.31  -3.30  0.2658
O  0.31  -3.85  0.71  -0.7246
H  7.14  -7.93  -3.40  0.2487
C  0.57  1.68  -1.76  0.2538
H  0.35  -4.57  4.99  0.4270
N  7.30  -6.32  -2.03  -0.0699
H  -8.53  3.18  2.64  0.3173
H  -12.59  -0.07  1.98  0.3619
N  -10.69  0.34  1.14  -0.0692
H  1.30  2.57  -1.98  -0.1850
H  2.50  4.83  0.54  0.1198
C  3.18  1.00  8.33  -0.2541
H  -1.65  3.08  -4.05  -0.4034
H  1.34  8.10  -6.52  0.2278
H  -3.46  -0.31  1.67  0.1972
H  3.65  -0.67  1.47  0.3100
H  -7.38  -1.90  -0.71  0.3509
H  -9.62  -1.99  2.03  0.2498
H  0.53  -2.25  5.00  0.3362